ORCA calculation (ωB97M-V/def2-TZVPD) on a 9-piece molecular cluster, C68H152F6N8P overall at a distorted geometry.

Last columns: bonded neighbours and bond lengths (Å).
CARTESIAN COORDINATES (ANGSTROEM)
1 P 18.5876 -16.4740 5.4589  F2 1.695, F3 1.690, F4 1.616, F5 1.600, F6 1.651, F7 1.651
2 F 20.2542 -16.4719 5.7697  P1 1.695
3 F 18.6947 -18.1345 5.1630  P1 1.690
4 F 18.3196 -16.6441 7.0432  P1 1.616
5 F 17.0079 -16.4522 5.2057  P1 1.600
6 F 18.6218 -14.8557 5.7848  P1 1.651
7 F 18.8402 -16.0393 3.8862  P1 1.651
8 C 26.6245 -19.0868 3.5422  C9 1.569, H17 1.090, H18 1.090, H19 1.090
9 C 28.0673 -18.7765 3.0096  C8 1.569, C10 1.577, H20 1.090, H21 1.090
10 C 29.1580 -19.4683 3.9140  C9 1.577, N11 1.547, H22 1.090, H23 1.090
11 N 30.6410 -19.1903 3.5726  C10 1.547, C12 1.566, C13 1.542, C16 1.529
12 C 30.8694 -17.6722 3.2658  N11 1.566, H24 1.090, H25 1.090, H26 1.090
13 C 31.5124 -19.5513 4.7928  N11 1.542, C14 1.508, H27 1.090, H28 1.090
14 C 32.8130 -20.0747 4.2382  C13 1.508, C15 1.485, H29 1.090, H30 1.090
15 C 32.6676 -20.2917 2.7759  C14 1.485, C16 1.558, H31 1.090, H32 1.090
16 C 31.1386 -20.1650 2.5044  N11 1.529, C15 1.558, H33 1.090, H34 1.090
17 H 26.4405 -19.0436 4.6157  C8 1.090
18 H 26.3387 -20.1051 3.2788  C8 1.090
19 H 25.9414 -18.4995 2.9286  C8 1.090
20 H 28.2251 -17.6988 3.0515  C9 1.090
21 H 28.2815 -18.9453 1.9543  C9 1.090
22 H 28.9868 -20.5440 3.8727  C10 1.090
23 H 29.0739 -19.2548 4.9796  C10 1.090
24 H 30.3558 -17.4863 2.3225  C12 1.090
25 H 31.9540 -17.5652 3.2522  C12 1.090
26 H 30.4244 -16.9776 3.9782  C12 1.090
27 H 31.6404 -18.6785 5.4329  C13 1.090
28 H 30.9908 -20.3095 5.3769  C13 1.090
29 H 33.5639 -19.3584 4.5716  C14 1.090
30 H 33.0662 -21.0498 4.6544  C14 1.090
31 H 33.2175 -19.5108 2.2507  C15 1.090
32 H 33.0544 -21.2365 2.3940  C15 1.090
33 H 30.8251 -19.8578 1.5067  C16 1.090
34 H 30.6665 -21.1375 2.6443  C16 1.090
35 C 25.7458 -11.8142 3.7738  C36 1.569, H44 1.090, H45 1.090, H46 1.090
36 C 26.9419 -10.8262 4.0094  C35 1.569, C37 1.583, H47 1.090, H48 1.090
37 C 27.0274 -9.7592 2.8433  C36 1.583, N38 1.576, H49 1.090, H50 1.090
38 N 28.3076 -8.8428 2.9101  C37 1.576, C39 1.486, C40 1.537, C43 1.549
39 C 28.1446 -7.8656 4.0176  N38 1.486, H51 1.090, H52 1.090, H53 1.090
40 C 28.4666 -8.0315 1.6140  N38 1.537, C41 1.524, H54 1.090, H55 1.090
41 C 29.5591 -8.7449 0.8273  C40 1.524, C42 1.533, H56 1.090, H57 1.090
42 C 30.5404 -9.0794 1.9570  C41 1.533, C43 1.533, H58 1.090, H59 1.090
43 C 29.6564 -9.5801 3.1044  N38 1.549, C42 1.533, H60 1.090, H61 1.090
44 H 24.7886 -11.3210 3.9427  C35 1.090
45 H 25.8946 -12.5851 4.5299  C35 1.090
46 H 25.7362 -12.3102 2.8032  C35 1.090
47 H 27.7550 -11.5450 4.1116  C36 1.090
48 H 26.7948 -10.3658 4.9863  C36 1.090
49 H 26.1193 -9.1563 2.8327  C37 1.090
50 H 27.0557 -10.2495 1.8702  C37 1.090
51 H 28.9949 -7.1836 4.0212  C39 1.090
52 H 28.2420 -8.4270 4.9467  C39 1.090
53 H 27.3046 -7.1779 3.9188  C39 1.090
54 H 28.7312 -6.9961 1.8286  C40 1.090
55 H 27.5370 -8.0303 1.0448  C40 1.090
56 H 30.0017 -8.1382 0.0373  C41 1.090
57 H 29.1090 -9.6427 0.4036  C41 1.090
58 H 31.1024 -8.2269 2.3384  C42 1.090
59 H 31.3767 -9.7320 1.7063  C42 1.090
60 H 30.0411 -9.3631 4.1009  C43 1.090
61 H 29.4337 -10.6470 3.1134  C43 1.090
62 C 19.5720 -8.7900 -0.4366  C63 1.491, H71 1.090, H72 1.090, H73 1.090
63 C 18.2031 -9.3723 -0.3402  C62 1.491, C64 1.576, H74 1.090, H75 1.090
64 C 17.7623 -9.6471 1.1482  C63 1.576, N65 1.582, H76 1.090, H77 1.090
65 N 16.2075 -9.6827 1.4374  C64 1.582, C66 1.572, C67 1.522, C70 1.561
66 C 15.5414 -10.8048 0.5614  N65 1.572, H78 1.090, H79 1.090, H80 1.090
67 C 15.7125 -8.2564 1.2426  N65 1.522, C68 1.531, H81 1.090, H82 1.090
68 C 14.4780 -8.2440 2.1480  C67 1.531, C69 1.526, H83 1.090, H84 1.090
69 C 14.5768 -9.4270 3.1070  C68 1.526, C70 1.501, H85 1.090, H86 1.090
70 C 15.9945 -9.8992 2.9686  N65 1.561, C69 1.501, H87 1.090, H88 1.090
71 H 20.2883 -9.2622 0.2357  C62 1.090
72 H 19.5512 -7.7232 -0.2136  C62 1.090
73 H 20.0028 -8.7654 -1.4376  C62 1.090
74 H 18.2032 -10.3726 -0.7730  C63 1.090
75 H 17.5316 -8.7913 -0.9723  C63 1.090
76 H 18.1746 -8.8631 1.7834  C64 1.090
77 H 18.1025 -10.6382 1.4484  C64 1.090
78 H 14.4882 -10.5742 0.7218  C66 1.090
79 H 15.8489 -11.7666 0.9719  C66 1.090
80 H 15.8902 -10.5666 -0.4434  C66 1.090
81 H 15.4778 -8.0153 0.2058  C67 1.090
82 H 16.3725 -7.4825 1.6344  C67 1.090
83 H 13.5672 -8.3154 1.5534  C68 1.090
84 H 14.4758 -7.3169 2.7212  C68 1.090
85 H 13.9205 -10.2374 2.7897  C69 1.090
86 H 14.4455 -9.2368 4.1722  C69 1.090
87 H 16.1618 -10.9389 3.2500  C70 1.090
88 H 16.6737 -9.2391 3.5080  C70 1.090
89 C 25.7709 -22.1079 16.4410  C90 1.462, H98 1.090, H99 1.090, H100 1.090
90 C 24.8870 -22.3699 15.3062  C89 1.462, C91 1.607, H101 1.090, H102 1.090
91 C 23.8102 -21.1993 15.0746  C90 1.607, N92 1.586, H103 1.090, H104 1.090
92 N 22.9468 -21.5350 13.7875  C91 1.586, C93 1.515, C94 1.470, C97 1.557
93 C 22.4817 -22.9760 13.8331  N92 1.515, H105 1.090, H106 1.090, H107 1.090
94 C 21.8513 -20.5544 13.7728  N92 1.470, C95 1.534, H108 1.090, H109 1.090
95 C 21.4650 -20.2997 12.3103  C94 1.534, C96 1.517, H110 1.090, H111 1.090
96 C 22.5765 -20.9489 11.5077  C95 1.517, C97 1.527, H112 1.090, H113 1.090
97 C 23.7177 -21.3190 12.4525  N92 1.557, C96 1.527, H114 1.090, H115 1.090
98 H 25.3318 -21.8301 17.3992  C89 1.090
99 H 26.4405 -21.2598 16.2980  C89 1.090
100 H 26.3335 -22.9977 16.7236  C89 1.090
101 H 24.4206 -23.3052 15.6158  C90 1.090
102 H 25.5341 -22.5906 14.4574  C90 1.090
103 H 24.2942 -20.2856 14.7298  C91 1.090
104 H 23.0610 -21.0416 15.8504  C91 1.090
105 H 22.0391 -23.0931 14.8223  C93 1.090
106 H 23.2371 -23.7314 13.6166  C93 1.090
107 H 21.6705 -23.1806 13.1344  C93 1.090
108 H 20.9916 -20.9265 14.3301  C94 1.090
109 H 22.1983 -19.6267 14.2278  C94 1.090
110 H 20.4783 -20.7452 12.1833  C95 1.090
111 H 21.3327 -19.2375 12.1050  C95 1.090
112 H 22.1066 -21.8384 11.0879  C96 1.090
113 H 22.8889 -20.1688 10.8134  C96 1.090
114 H 24.2696 -22.2368 12.2495  C97 1.090
115 H 24.4291 -20.5281 12.6903  C97 1.090
116 C 21.4336 -8.3344 7.8992  C117 1.580, H126 1.090, H127 1.090, H128 1.090
117 C 21.6077 -8.8348 9.3874  C116 1.580, C118 1.576, H129 1.090, H130 1.090
118 C 20.8220 -10.1736 9.6578  C117 1.576, N119 1.561, H131 1.090, H132 1.090
119 N 21.0008 -10.7960 11.0783  C118 1.561, C120 1.564, C124 1.564, C125 1.565
120 C 20.6383 -9.6918 12.1257  N119 1.564, C121 1.573, H133 1.090, H134 1.090
121 C 20.5666 -10.2893 13.5792  C120 1.573, C122 1.537, H135 1.090, H136 1.090
122 C 19.7642 -11.5951 13.7008  C121 1.537, C123 1.513, H137 1.090, H138 1.090
123 C 20.1075 -12.6337 12.6548  C122 1.513, C124 1.563, H139 1.090, H140 1.090
124 C 20.0604 -12.0385 11.2102  N119 1.564, C123 1.563, H141 1.090, H142 1.090
125 C 22.4878 -11.2439 11.2754  N119 1.565, H143 1.090, H144 1.090, H145 1.090
126 H 20.4106 -7.9598 7.8625  C116 1.090
127 H 21.5855 -9.0740 7.1130  C116 1.090
128 H 22.1285 -7.5325 7.6498  C116 1.090
129 H 21.4268 -8.0628 10.1352  C117 1.090
130 H 22.6534 -9.1369 9.4457  C117 1.090
131 H 21.0764 -11.0589 9.0750  C118 1.090
132 H 19.7418 -10.1137 9.5250  C118 1.090
133 H 19.6777 -9.4190 11.6887  C120 1.090
134 H 21.2634 -8.7993 12.0968  C120 1.090
135 H 20.1210 -9.6254 14.3201  C121 1.090
136 H 21.5813 -10.4156 13.9566  C121 1.090
137 H 18.6870 -11.4379 13.7563  C122 1.090
138 H 19.8552 -12.0508 14.6868  C122 1.090
139 H 19.4379 -13.4937 12.6672  C123 1.090
140 H 21.0857 -13.0876 12.8137  C123 1.090
141 H 19.0272 -11.7181 11.0766  C124 1.090
142 H 20.3470 -12.7581 10.4433  C124 1.090
143 H 22.6749 -11.8336 12.1728  C125 1.090
144 H 23.1011 -10.3481 11.3729  C125 1.090
145 H 22.7940 -11.7443 10.3568  C125 1.090
146 C 19.8303 -25.9873 5.2850  C147 1.531, H156 1.090, H157 1.090, H158 1.090
147 C 21.3057 -26.0806 4.8890  C146 1.531, C148 1.516, H159 1.090, H160 1.090
148 C 21.9292 -27.4197 5.2310  C147 1.516, N149 1.679, H161 1.090, H162 1.090
149 N 23.5298 -27.4549 4.7243  C148 1.679, C150 1.532, C154 1.582, C155 1.529
150 C 23.6239 -27.4120 3.1953  N149 1.532, C151 1.487, H163 1.090, H164 1.090
151 C 23.1461 -28.6429 2.5103  C150 1.487, C152 1.601, H165 1.090, H166 1.090
152 C 23.6987 -30.0436 3.0530  C151 1.601, C153 1.529, H167 1.090, H168 1.090
153 C 23.5389 -30.0763 4.5730  C152 1.529, C154 1.532, H169 1.090, H170 1.090
154 C 24.1261 -28.8270 5.2373  N149 1.582, C153 1.532, H171 1.090, H172 1.090
155 C 24.2883 -26.2483 5.2780  N149 1.529, H173 1.090, H174 1.090, H175 1.090
156 H 19.7623 -26.1961 6.3527  C146 1.090
157 H 19.2453 -26.7324 4.7458  C146 1.090
158 H 19.4584 -24.9871 5.0631  C146 1.090
159 H 21.8108 -25.3030 5.4621  C147 1.090
160 H 21.4514 -25.8175 3.8413  C147 1.090
161 H 21.4394 -28.2772 4.7696  C148 1.090
162 H 22.0667 -27.5734 6.3013  C148 1.090
163 H 23.2525 -26.4672 2.7984  C150 1.090
164 H 24.6736 -27.4964 2.9142  C150 1.090
165 H 22.0615 -28.6108 2.4075  C151 1.090
166 H 23.3421 -28.5188 1.4453  C151 1.090
167 H 23.1679 -30.9107 2.6600  C152 1.090
168 H 24.7863 -30.1116 3.0269  C152 1.090
169 H 22.4659 -30.1785 4.7346  C153 1.090
170 H 23.9998 -30.9712 4.9913  C153 1.090
171 H 23.9278 -29.0385 6.2881  C154 1.090
172 H 25.1987 -28.7882 5.0471  C154 1.090
173 H 23.8881 -25.3180 4.8749  C155 1.090
174 H 25.3355 -26.4264 5.0337  C155 1.090
175 H 24.1342 -26.2500 6.3571  C155 1.090
176 C 10.4062 -20.3064 1.7934  C177 1.543, H186 1.090, H187 1.090, H188 1.090
177 C 11.4362 -20.5162 0.6635  C176 1.543, C178 1.550, H189 1.090, H190 1.090
178 C 12.8573 -20.1356 1.1510  C177 1.550, N179 1.602, H191 1.090, H192 1.090
179 N 13.9911 -20.0534 0.0222  C178 1.602, C180 1.547, C184 1.518, C185 1.581
180 C 15.4046 -20.0412 0.6512  N179 1.547, C181 1.578, H193 1.090, H194 1.090
181 C 16.5553 -19.8720 -0.4151  C180 1.578, C182 1.525, H195 1.090, H196 1.090
182 C 16.3719 -18.6268 -1.2753  C181 1.525, C183 1.526, H197 1.090, H198 1.090
183 C 14.9527 -18.4638 -1.8117  C182 1.526, C184 1.556, H199 1.090, H200 1.090
184 C 13.8610 -18.7458 -0.7387  N179 1.518, C183 1.556, H201 1.090, H202 1.090
185 C 13.8868 -21.2723 -0.9800  N179 1.581, H203 1.090, H204 1.090, H205 1.090
186 H 10.6871 -20.8872 2.6719  C176 1.090
187 H 9.3834 -20.5538 1.5089  C176 1.090
188 H 10.4172 -19.2647 2.1139  C176 1.090
189 H 11.1851 -19.8157 -0.1329  C177 1.090
190 H 11.4939 -21.4823 0.1620  C177 1.090
191 H 13.2889 -20.8399 1.8623  C178 1.090
192 H 12.8492 -19.1405 1.5956  C178 1.090
193 H 15.4096 -19.2655 1.4169  C180 1.090
194 H 15.5131 -20.9190 1.2883  C180 1.090
195 H 17.5775 -19.8977 -0.0375  C181 1.090
196 H 16.5331 -20.6763 -1.1504  C181 1.090
197 H 16.7376 -17.8222 -0.6374  C182 1.090
198 H 17.0545 -18.6860 -2.1230  C182 1.090
199 H 14.8340 -17.4749 -2.2547  C183 1.090
200 H 14.8451 -19.2642 -2.5437  C183 1.090
201 H 13.8154 -17.9179 -0.0312  C184 1.090
202 H 12.8938 -18.8403 -1.2324  C184 1.090
203 H 12.8560 -21.3203 -1.3309  C185 1.090
204 H 14.1142 -22.1034 -0.3124  C185 1.090
205 H 14.5994 -21.3395 -1.8020  C185 1.090
206 C 6.3611 -16.1419 7.9567  C207 1.593, H216 1.090, H217 1.090, H218 1.090
207 C 7.2976 -14.9976 8.5493  C206 1.593, C208 1.558, H219 1.090, H220 1.090
208 C 8.8259 -15.0615 8.2549  C207 1.558, N209 1.563, H221 1.090, H222 1.090
209 N 9.6791 -13.8996 8.8588  C208 1.563, C210 1.527, C214 1.621, C215 1.528
210 C 9.5826 -13.8011 10.3799  N209 1.527, C211 1.539, H223 1.090, H224 1.090
211 C 10.6970 -12.9277 10.9829  C210 1.539, C212 1.536, H225 1.090, H226 1.090
212 C 12.0912 -13.2483 10.4244  C211 1.536, C213 1.523, H227 1.090, H228 1.090
213 C 12.1890 -13.0636 8.9154  C212 1.523, C214 1.530, H229 1.090, H230 1.090
214 C 11.1726 -13.9825 8.2352  N209 1.621, C213 1.530, H231 1.090, H232 1.090
215 C 9.1935 -12.5890 8.2403  N209 1.528, H233 1.090, H234 1.090, H235 1.090
216 H 6.6600 -17.1508 8.2411  C206 1.090
217 H 6.3395 -16.2770 6.8753  C206 1.090
218 H 5.3580 -15.9136 8.3171  C206 1.090
219 H 7.1479 -14.9697 9.6286  C207 1.090
220 H 6.9831 -14.0105 8.2104  C207 1.090
221 H 9.0279 -15.0630 7.1838  C208 1.090
222 H 9.1854 -15.9935 8.6911  C208 1.090
223 H 9.6014 -14.7403 10.9329  C210 1.090
224 H 8.6083 -13.3682 10.6068  C210 1.090
225 H 10.5968 -12.9640 12.0677  C211 1.090
226 H 10.4165 -11.9057 10.7280  C211 1.090
227 H 12.3299 -14.2602 10.7517  C212 1.090
228 H 12.8152 -12.5894 10.9037  C212 1.090
229 H 13.2063 -13.3225 8.6220  C213 1.090
230 H 12.1219 -11.9808 8.8098  C213 1.090
231 H 11.4469 -15.0304 8.3567  C214 1.090
232 H 11.0515 -13.9023 7.1550  C214 1.090
233 H 9.8896 -11.8463 8.6302  C215 1.090
234 H 8.2135 -12.3437 8.6497  C215 1.090
235 H 9.2178 -12.6750 7.1540  C215 1.090

Results
lowest unoccupied orbital energy: -8.9468 eV
energy: -4058.35298 hartree
HOMO energy: -19.35 eV
total charge: +7
multiplicity: 1

Löwdin population analysis, charges in e, atoms 1 to 8: number 1, P, carries 0.243; number 2, F, carries -0.240; number 3, F, carries -0.215; number 4, F, carries -0.186; number 5, F, carries -0.168; number 6, F, carries -0.229; number 7, F, carries -0.206; number 8, C, carries -0.080